Density functional theory data (the ωB97M-V functional and the def2-TZVPD basis) for a 11-piece molecular cluster, C66H183N23O6P6 overall in a non-equilibrium geometry.

Electronic energy in eV: -173703.56086
Structure (SMILES): CN(C)P(=O)(N(C)C)N(C)C.CN(C)P(=O)(N(C)C)N(C)C.CN(C)P(=O)(N(C)C)N(C)C.CN(C)P(=O)(N(C)C)N(C)C.CN(C)P(=O)(N(C)C)N(C)C.CN(C)P(=O)(N(C)C)N(C)C.CCN(CC)CC.CCN(CC)CC.CCN(CC)CC.CCN(CC)CC.CCN(CC)CC
HOMO energy in Ha: -0.2907
Gap between HOMO and LUMO in eV: 8.35
LUMO level in eV: 0.44

The geometry in XYZ format:
```
284
Properties=species:S:1:pos:R:3:forces:R:3
C -0.886 1.526 7.228 -0.8 0.3 -1.0
N -2.069 1.819 6.447 -0.8 -0.9 -0.5
C -3.199 0.930 6.690 -0.3 -0.1 -0.6
P -2.550 3.370 6.040 -0.2 -0.5 0.0
O -3.864 3.287 5.311 1.5 0.6 0.3
N -2.738 4.316 7.403 0.8 -0.6 -0.2
C -1.676 4.399 8.441 -0.3 1.0 -1.5
C -4.013 4.953 7.673 1.1 0.7 2.0
N -1.112 3.906 5.370 -0.2 1.7 0.4
C -0.446 3.131 4.303 -1.6 -0.7 -0.3
C -0.841 5.405 5.432 -0.5 -1.1 -0.5
H -0.169 2.236 6.900 0.9 0.9 0.5
H -0.423 0.590 6.984 -0.2 -0.9 -0.2
H -1.185 1.555 8.255 0.5 0.1 1.0
H -3.130 -0.086 6.295 0.6 0.1 -0.6
H -4.055 1.423 6.215 -0.1 -0.5 0.5
H -3.345 0.728 7.737 -0.3 0.4 0.9
H -0.712 3.988 8.087 -0.6 0.5 0.0
H -1.566 5.447 8.776 0.2 -0.3 -0.3
H -1.947 3.856 9.299 -0.5 -0.9 1.3
H -4.702 4.755 6.899 -0.6 0.0 -1.0
H -4.463 4.561 8.610 0.2 0.2 -0.3
H -3.815 6.044 7.828 -0.5 -0.6 -0.2
H -1.091 2.255 4.025 0.4 0.8 0.3
H -0.316 3.697 3.378 0.1 0.2 0.2
H 0.481 2.685 4.610 0.8 0.1 0.3
H -1.207 5.861 4.506 0.1 0.1 0.1
H 0.207 5.619 5.546 0.7 -0.3 -0.2
H -1.296 5.910 6.291 -0.3 -0.6 -0.3
C 3.450 -7.433 -0.365 0.7 -3.9 -1.0
N 2.742 -7.908 -1.598 -0.8 1.5 0.0
C 3.283 -9.039 -2.360 -0.9 0.1 -0.7
P 1.736 -6.834 -2.512 2.7 0.3 0.6
O 0.871 -7.535 -3.435 -1.7 -1.1 -0.8
N 1.079 -5.841 -1.337 0.2 -0.3 -0.4
C -0.015 -6.534 -0.644 -0.3 0.2 0.8
C 0.735 -4.468 -1.727 -0.4 -0.3 0.1
N 2.738 -5.846 -3.462 -1.0 -1.1 0.1
C 4.052 -5.628 -2.923 1.6 1.4 -1.9
C 2.561 -5.821 -4.935 0.6 -1.6 0.6
H 2.990 -6.600 0.087 -0.5 1.0 0.2
H 4.506 -7.297 -0.650 -0.2 0.4 0.4
H 3.449 -8.324 0.362 -0.1 1.3 -0.7
H 3.148 -10.017 -1.883 0.0 0.3 0.3
H 4.327 -8.962 -2.679 0.1 0.4 0.3
H 2.678 -9.086 -3.291 0.4 -0.1 0.5
H -0.874 -6.674 -1.349 0.4 0.0 0.8
H 0.352 -7.519 -0.288 -0.3 0.5 -0.3
H -0.301 -5.939 0.271 0.1 -0.5 -1.0
H 0.387 -3.951 -0.830 0.4 0.2 0.0
H 1.574 -3.988 -2.236 -0.1 0.0 0.4
H -0.121 -4.451 -2.406 -0.1 -0.1 -0.3
H 4.865 -6.413 -3.052 -1.2 0.3 0.1
H 4.466 -4.723 -3.463 -0.2 -0.7 0.6
H 3.969 -5.347 -1.894 0.1 0.0 0.7
H 3.334 -6.420 -5.424 0.1 -0.5 0.1
H 2.784 -4.869 -5.297 0.0 2.0 -0.4
H 1.607 -6.181 -5.356 0.2 0.2 0.9
C 2.249 6.753 0.241 1.7 0.4 -0.5
N 1.792 5.725 -0.617 -1.8 -1.0 0.4
C 0.525 5.210 -0.050 -0.3 -0.7 -1.4
P 2.481 5.379 -2.102 1.3 -0.5 0.6
O 3.997 5.446 -2.085 -2.3 0.2 0.1
N 1.970 3.877 -2.575 -0.4 -0.9 -0.2
C 0.570 3.606 -3.039 1.5 0.0 2.2
C 2.966 2.751 -2.619 -1.3 0.4 -2.7
N 1.656 6.360 -3.168 0.3 0.1 -0.6
C 2.158 6.229 -4.544 -1.3 1.3 -1.1
C 1.189 7.707 -2.837 0.3 -0.7 0.0
H 2.171 6.395 1.258 0.2 0.3 0.4
H 1.810 7.739 0.134 -0.8 0.2 0.0
H 3.271 6.892 -0.074 0.8 0.3 0.6
H 0.088 4.380 -0.618 0.5 0.0 0.2
H -0.281 5.948 -0.140 0.2 0.4 0.5
H 0.659 4.855 0.992 0.0 0.4 -0.5
H 0.580 3.105 -3.956 0.2 -1.3 -1.4
H 0.033 3.053 -2.248 0.0 0.0 -0.5
H 0.063 4.513 -3.252 -0.4 1.0 0.2
H 2.535 1.745 -2.416 0.0 0.9 0.0
H 3.433 2.727 -3.673 -0.6 -0.2 1.4
H 3.747 2.981 -1.961 1.1 0.2 1.0
H 2.055 5.206 -4.948 0.2 0.4 0.4
H 1.521 6.907 -5.218 0.8 -1.0 0.9
H 3.174 6.609 -4.635 0.2 -0.3 -0.1
H 1.969 8.457 -2.773 0.4 0.2 -0.3
H 0.709 7.711 -1.884 -0.4 -0.2 0.7
H 0.452 7.984 -3.571 -0.2 0.3 -0.4
C -5.091 5.441 -0.823 -0.1 2.4 -0.9
N -4.059 4.533 -1.118 1.4 -1.4 -1.4
C -3.390 4.663 -2.463 0.1 0.0 1.8
P -3.550 3.298 -0.109 -3.6 -0.9 0.9
O -2.119 3.064 -0.297 1.0 -0.3 0.2
N -4.112 3.775 1.448 0.9 -0.3 -1.1
C -3.141 4.768 2.023 0.0 -1.4 0.6
C -5.057 2.947 2.309 0.9 0.0 -1.3
N -4.583 1.916 -0.393 1.3 2.1 -0.4
C -5.458 1.812 -1.546 0.8 -0.1 0.4
C -4.336 0.672 0.282 -2.0 0.9 1.0
H -4.705 6.471 -0.568 -0.2 -0.8 -0.3
H -5.682 5.152 -0.023 -0.8 -0.8 1.8
H -5.817 5.572 -1.629 0.2 0.0 -0.4
H -2.421 4.182 -2.388 0.0 -0.3 -0.1
H -3.169 5.698 -2.645 -0.1 0.7 -0.1
H -3.955 4.282 -3.302 -0.4 -0.3 -0.1
H -2.108 4.325 2.001 -0.8 0.4 0.4
H -3.092 5.669 1.426 -0.2 0.3 -0.3
H -3.447 5.052 3.045 0.2 -0.3 -0.4
H -5.133 3.464 3.238 -0.1 0.3 0.7
H -6.052 2.862 1.834 0.5 0.2 0.1
H -4.704 1.910 2.509 0.0 0.9 0.0
H -6.372 1.349 -1.210 -0.8 0.2 0.0
H -5.590 2.799 -1.993 -0.3 -0.3 -0.1
H -5.025 1.101 -2.253 0.1 0.1 -0.5
H -5.098 0.555 1.083 0.3 -0.3 -0.3
H -3.405 0.696 0.752 1.7 -0.2 0.7
H -4.446 -0.174 -0.346 0.3 -0.7 -0.9
C -2.224 -2.003 3.484 0.4 1.9 1.2
N -1.495 -2.875 4.396 0.1 0.6 -0.6
C -1.600 -2.642 5.845 -1.2 -0.7 -1.5
P -1.025 -4.228 3.576 0.0 -1.3 0.2
O -0.754 -3.853 2.128 0.0 -1.2 2.3
N 0.141 -4.851 4.670 0.2 2.4 -1.3
C 0.312 -6.233 4.942 0.4 -1.1 2.2
C 1.269 -3.864 4.793 1.3 -1.3 -0.8
N -2.191 -5.450 3.690 0.2 0.5 -0.9
C -2.954 -5.733 4.903 1.9 1.9 0.8
C -2.898 -5.841 2.455 0.5 0.2 -1.0
H -2.320 -1.012 4.013 -0.2 -0.8 -0.8
H -3.181 -2.398 3.235 -1.2 -0.2 0.0
H -1.717 -1.885 2.536 0.3 0.2 0.0
H -2.687 -2.613 6.145 1.1 0.1 0.0
H -1.052 -1.768 6.170 -0.1 0.5 -0.1
H -1.115 -3.507 6.222 0.2 -0.7 1.1
H 0.741 -6.869 4.187 0.1 -0.1 -0.7
H 0.947 -6.402 5.848 0.0 0.6 -0.6
H -0.611 -6.677 5.314 -0.2 0.0 -0.5
H 1.163 -3.191 3.940 0.0 0.4 0.5
H 1.332 -3.341 5.752 -0.4 0.0 -0.1
H 2.326 -4.288 4.619 -1.7 0.0 0.3
H -2.455 -5.477 5.888 -0.2 0.0 -1.4
H -3.901 -5.263 4.906 -1.2 0.8 -0.1
H -3.127 -6.742 4.926 -0.5 -2.8 0.2
H -3.058 -6.933 2.383 0.1 0.3 0.4
H -2.258 -5.569 1.540 -1.1 -0.1 1.5
H -3.905 -5.363 2.403 0.6 -0.1 -0.2
C 2.336 0.173 -6.374 3.8 1.0 2.2
N 3.124 -0.316 -7.480 -1.2 0.4 -1.2
C 4.490 0.165 -7.459 0.5 -0.4 -0.9
P 2.496 -1.242 -8.806 0.1 0.3 0.8
O 3.478 -1.237 -9.923 -0.6 -0.1 0.8
N 2.229 -2.796 -8.165 1.0 0.4 -1.1
C 1.077 -3.168 -7.378 -1.4 -0.5 -0.7
C 3.507 -3.509 -7.898 -0.6 1.4 1.7
N 0.932 -0.634 -9.126 2.2 0.7 1.5
C 0.784 0.806 -9.172 -0.3 0.7 -0.9
C -0.018 -1.365 -9.869 0.0 -0.2 -1.6
H 2.942 -0.113 -5.390 -1.5 0.4 -1.6
H 1.380 -0.189 -6.346 -2.3 -1.2 0.1
H 2.259 1.297 -6.293 0.2 -0.8 -0.5
H 4.884 0.051 -8.492 0.0 0.2 0.8
H 5.078 -0.454 -6.766 0.1 0.1 -0.1
H 4.609 1.212 -7.118 -0.4 -0.3 -0.3
H 0.198 -3.465 -8.009 0.7 0.3 0.2
H 1.240 -4.056 -6.781 0.5 0.0 0.2
H 0.675 -2.398 -6.733 0.2 0.4 0.3
H 4.021 -3.055 -7.009 -0.1 -0.1 -0.8
H 3.319 -4.497 -7.589 -0.7 -1.4 0.3
H 4.176 -3.616 -8.715 0.4 0.6 -0.9
H 0.692 1.265 -10.209 0.2 -0.9 0.8
H -0.142 1.114 -8.672 0.2 0.0 0.3
H 1.655 1.269 -8.723 -0.1 0.2 0.2
H 0.397 -2.348 -10.037 -0.3 -0.5 -0.1
H -0.104 -0.878 -10.876 -0.3 -0.5 0.6
H -0.982 -1.432 -9.373 -0.2 0.0 0.0
C 6.981 2.453 3.147 0.4 -0.3 1.2
C 6.049 3.587 2.799 0.2 1.0 0.2
N 4.867 3.197 2.073 -0.3 -0.1 -1.2
C 5.182 2.857 0.654 -1.0 0.4 0.0
C 5.334 1.395 0.279 0.6 -0.1 0.1
C 3.863 4.279 1.986 0.1 1.3 1.5
C 3.473 4.874 3.395 0.9 -0.1 -1.1
H 7.790 2.834 3.806 -0.4 -0.1 -0.4
H 7.469 2.010 2.296 0.1 -0.2 -0.5
H 6.481 1.651 3.730 0.1 0.4 -0.5
H 5.721 4.048 3.748 0.2 -0.1 -0.4
H 6.612 4.366 2.206 -0.3 -0.4 0.6
H 4.324 3.255 0.102 0.1 -0.2 -0.1
H 6.020 3.449 0.245 0.1 -0.1 0.4
H 5.134 1.313 -0.818 0.2 -0.3 0.9
H 6.349 1.069 0.525 0.1 -0.1 -0.5
H 4.720 0.720 0.882 -0.5 0.3 -0.3
H 2.958 3.879 1.592 -0.6 -0.6 -0.6
H 4.170 5.085 1.283 0.1 -0.3 0.4
H 2.499 5.346 3.468 -0.4 -0.2 -0.5
H 4.168 5.663 3.691 0.2 -0.3 0.2
H 3.502 4.027 4.061 0.0 -0.1 0.7
C -6.612 -3.403 -3.196 -0.5 2.0 -1.1
C -5.834 -4.124 -2.173 -0.4 -1.8 0.5
N -5.348 -3.377 -1.043 0.9 1.0 -0.2
C -6.243 -2.368 -0.524 -2.1 -1.5 1.5
C -7.590 -2.966 0.052 1.2 1.2 -0.9
C -4.152 -2.638 -1.401 0.6 0.8 -1.2
C -3.104 -2.594 -0.334 -1.0 0.2 1.4
H -7.597 -2.982 -2.929 0.4 -0.3 0.2
H -6.754 -3.998 -4.084 -0.1 -0.4 -0.3
H -5.980 -2.562 -3.528 -0.3 0.0 -0.1
H -6.415 -4.952 -1.736 0.1 -0.1 -0.4
H -4.985 -4.536 -2.750 -0.2 -0.2 0.8
H -5.733 -1.943 0.329 0.2 0.4 0.1
H -6.496 -1.575 -1.236 0.1 0.1 -0.2
H -8.022 -2.244 0.739 -0.3 0.0 0.0
H -8.272 -3.225 -0.733 -0.6 0.3 -0.6
H -7.459 -3.892 0.544 0.6 -0.9 0.9
H -4.463 -1.580 -1.722 0.7 -1.2 0.0
H -3.653 -3.140 -2.238 -0.3 0.3 -0.3
H -3.546 -2.151 0.580 0.3 -0.5 -0.1
H -2.298 -1.949 -0.589 0.9 0.5 -0.4
H -2.721 -3.593 -0.132 0.0 0.1 0.2
C -1.932 -4.032 -5.584 1.0 0.0 -1.2
C -1.570 -2.675 -4.990 0.0 -1.0 -0.6
N -1.875 -1.646 -5.985 -1.2 1.8 0.6
C -1.360 -0.329 -5.503 1.5 -1.3 0.9
C -2.006 0.470 -4.355 -0.4 -0.4 -0.5
C -3.319 -1.484 -6.263 0.3 0.1 -0.2
C -3.687 -0.510 -7.406 -0.1 -0.7 -0.4
H -2.999 -4.132 -5.732 -0.2 -0.1 -0.1
H -1.587 -4.887 -4.992 0.0 0.2 0.0
H -1.411 -4.028 -6.593 -0.8 -0.5 1.1
H -2.126 -2.562 -4.046 0.4 0.3 0.1
H -0.459 -2.695 -4.869 -0.9 0.3 0.4
H -1.287 0.332 -6.350 0.5 0.2 -0.4
H -0.377 -0.691 -5.116 -0.2 1.1 -0.6
H -2.170 -0.128 -3.470 -0.1 -0.2 0.3
H -2.970 0.856 -4.688 -0.1 0.2 0.2
H -1.373 1.318 -4.062 0.0 -0.2 -0.2
H -3.732 -2.406 -6.619 -0.1 -0.8 0.1
H -3.886 -1.230 -5.353 0.2 0.1 0.0
H -3.760 -1.087 -8.352 0.1 0.4 0.5
H -4.693 -0.154 -7.175 0.1 0.3 -0.2
H -3.020 0.326 -7.619 0.0 0.0 0.4
C 3.021 3.554 8.283 0.7 -0.8 0.8
C 4.060 2.741 7.507 -0.6 0.2 -1.1
N 3.421 1.820 6.550 -0.4 1.4 1.1
C 4.321 1.245 5.603 0.3 -1.3 -0.6
C 3.475 0.524 4.507 0.2 0.1 1.4
C 2.542 0.893 7.217 -0.1 -0.7 -0.2
C 3.204 -0.312 7.922 -0.9 1.5 1.3
H 2.279 2.904 8.719 -0.1 -0.1 0.6
H 2.457 4.194 7.659 -0.3 0.8 -1.0
H 3.459 4.153 9.085 0.1 -0.1 -0.1
H 4.563 3.442 6.838 0.6 0.0 0.4
H 4.760 2.180 8.141 0.1 0.4 0.2
H 4.989 1.978 5.128 -0.6 0.3 0.2
H 5.053 0.556 6.112 -0.5 0.1 -0.5
H 2.678 1.227 4.197 0.2 -0.6 0.1
H 4.080 0.283 3.668 0.5 -0.1 -0.8
H 3.077 -0.442 4.897 0.0 0.7 -0.3
H 1.877 0.490 6.476 -0.2 -0.5 -0.6
H 1.829 1.434 7.819 0.2 0.1 0.6
H 3.795 -0.764 7.193 1.0 -1.3 -1.1
H 2.402 -0.971 8.261 0.2 -0.2 0.0
H 3.864 -0.071 8.782 -0.5 0.1 -0.4
C 2.183 -2.362 1.654 0.3 0.2 -0.6
C 1.736 -0.886 1.572 0.3 -0.4 -1.0
N 0.932 -0.606 0.370 1.1 -0.8 -0.1
C 0.034 0.547 0.446 1.7 -0.3 -1.0
C 0.747 1.856 0.699 -0.3 0.0 2.8
C 1.860 -0.445 -0.774 -2.6 -0.3 -0.8
C 1.173 -0.803 -2.132 -0.7 0.9 0.8
H 2.892 -2.663 0.855 -0.3 0.5 0.2
H 1.347 -3.073 1.580 0.1 0.4 0.4
H 2.754 -2.468 2.577 -0.1 -0.3 0.2
H 1.158 -0.625 2.433 -0.5 0.0 0.7
H 2.637 -0.244 1.604 -0.1 -0.1 0.1
H -0.406 0.562 -0.542 -0.7 0.2 -0.1
H -0.700 0.385 1.202 -0.7 -0.2 0.5
H 1.287 1.756 1.728 -0.5 0.5 -1.8
H 1.373 2.228 -0.082 0.8 0.0 -0.4
H -0.034 2.595 0.809 -0.2 0.3 0.2
H 2.676 -1.118 -0.733 0.8 -0.8 0.6
H 2.258 0.549 -0.741 0.5 0.7 -0.3
H 0.446 -0.126 -2.619 0.2 0.3 0.8
H 0.627 -1.727 -2.033 0.0 -0.5 0.2
H 1.923 -0.908 -2.860 1.1 -0.4 -1.1
```
Positions in Å, forces in eV/Å.

Atom charges from the Mulliken analysis, given in e for atoms 1 to 6: -1.34, 0.94, -0.95, 0.34, -0.94, 0.31